Arrangement 1

# C6H12

2 unconnected molecules or ions with the total composition C6H12 (ωB97M-V/def2-TZVPD, the OMol25 dataset).

LUMO	1.037	eV
HOMO level	-9.2	eV
SMILES string	CC1(C)C=CC1.[H][H]
HOMO-LUMO gap	10.220	eV

Last columns: bonded neighbours and bond lengths (Å).
Atoms and positions in Å:
1 C 0.40799 -1.14836 1.33471  C2 1.536, H7 1.097, H8 1.096, H9 1.097
2 C 0.23613 -0.51525 -0.05400  C1 1.536, C3 1.524, C4 1.513, C6 1.571
3 C 0.21800 -1.55847 -1.16454  C2 1.524, H10 1.096, H11 1.096, H12 1.099
4 C -0.87041 0.51665 -0.03214  C2 1.513, C5 1.335, H13 1.083
5 C -0.04489 1.54290 0.18609  C4 1.335, C6 1.511, H14 1.084
6 C 1.18670 0.73233 -0.14505  C2 1.571, C5 1.511, H15 1.095, H16 1.098
7 H 1.37729 -1.65293 1.42659  C1 1.097
8 H 0.36037 -0.35850 2.09278  C1 1.096
9 H -0.37986 -1.87650 1.56343  C1 1.097
10 H 1.16709 -2.10118 -1.23898  C3 1.096
11 H 0.00882 -1.11433 -2.14448  C3 1.096
12 H -0.56216 -2.30531 -0.96309  C3 1.099
13 H -1.93152 0.42193 -0.22887  C4 1.083
14 H -0.18204 2.56686 0.51570  C5 1.084
15 H 2.06631 0.74066 0.50641  C6 1.095
16 H 1.49127 0.94229 -1.17930  C6 1.098
17 H -2.52905 2.37997 -0.06136  H18 0.741
18 H -2.02005 2.78726 -0.41391  H17 0.741

Population analysis type Mulliken, resulting atomic charges in e: -1.5480, 1.8400, -1.6203, -0.9573, -0.3071, -0.9659, 0.3678, 0.3922, 0.3659, 0.3623, 0.3882, 0.3723, 0.2949, 0.4264, 0.2998, 0.2603, 0.0422, -0.0138

***

Arrangement 2

# C6H12

2 unconnected molecules or ions with the total composition C6H12 (ωB97M-V/def2-TZVPD, the OMol25 dataset).

LUMO	1.049	eV
HOMO level	-9.3	eV
SMILES string	CC1(C)C=CC1.[H][H]
HOMO-LUMO gap	10.382	eV

Last columns: bonded neighbours and bond lengths (Å).
Atoms and positions in Å:
1 C 0.53697 1.70627 0.25360  C2 1.526, H7 1.096, H8 1.095, H9 1.097
2 C 0.52934 0.23425 -0.14819  C1 1.526, C3 1.522, C4 1.519, C6 1.568
3 C 1.94048 -0.32829 -0.23805  C2 1.522, H10 1.096, H11 1.094, H12 1.098
4 C -0.48892 -0.55599 0.65602  C2 1.519, C5 1.335, H13 1.087
5 C -1.37629 -0.61506 -0.34012  C4 1.335, C6 1.511, H14 1.086
6 C -0.43648 -0.01283 -1.35911  C2 1.568, C5 1.511, H15 1.097, H16 1.097
7 H 1.06842 2.31320 -0.48846  C1 1.096
8 H -0.49341 2.06899 0.32655  C1 1.095
9 H 1.01617 1.85117 1.22955  C1 1.097
10 H 2.53040 0.20198 -0.99487  C3 1.096
11 H 1.93204 -1.39214 -0.49508  C3 1.094
12 H 2.45593 -0.21845 0.72526  C3 1.098
13 H -0.46339 -0.91594 1.68183  C4 1.087
14 H -2.40616 -0.95084 -0.41583  C5 1.086
15 H -0.76640 0.87271 -1.91614  C6 1.097
16 H -0.04633 -0.75889 -2.06235  C6 1.097
17 H -2.73774 -1.43027 1.97640  H18 0.740
18 H -2.79464 -2.06985 1.60898  H17 0.740

Population analysis type Mulliken, resulting atomic charges in e: -1.5968, 1.9320, -1.6197, -0.9419, -0.2812, -1.0702, 0.3720, 0.3983, 0.3709, 0.3711, 0.4006, 0.3702, 0.3834, 0.3185, 0.2946, 0.2882, -0.0428, 0.0530

***

Tell me which of them is the least stable. Sure, it is arrangement 1.

***

Arrangement 1

# C6H15N3

2 unconnected molecules or ions with the total composition C6H15N3 (ωB97M-V/def2-TZVPD, the OMol25 dataset).

LUMO	0.899	eV
HOMO level	-8.1	eV
SMILES string	[H]/N=C(\N)C(=C)C.CNC
HOMO-LUMO gap	8.986	eV

Last columns: bonded neighbours and bond lengths (Å).
Atoms and positions in Å:
1 H -1.87369 2.14121 -0.47194  N2 1.018
2 N -1.26826 1.46373 -0.93134  H1 1.018, C3 1.291
3 C -0.29268 1.11758 -0.15991  N2 1.291, N4 1.380, C5 1.732
4 N -0.16526 1.70053 1.08472  C3 1.380, H8 1.011, H9 1.011
5 C 1.25193 0.86573 -0.90266  C3 1.732, C6 1.338, C7 1.503
6 C 1.33313 1.08407 -2.22049  C5 1.338, H10 1.088, H11 1.088
7 C 2.44397 0.39391 -0.11872  C5 1.503, H12 1.096, H13 1.095, H14 1.098
8 H -0.82142 2.44037 1.29312  N4 1.011
9 H 0.77510 1.94040 1.36825  N4 1.011
10 H 2.25815 0.94369 -2.77633  C6 1.088
11 H 0.50172 1.50876 -2.77975  C6 1.088
12 H 2.92118 1.22009 0.41991  C7 1.096
13 H 2.15712 -0.35074 0.63170  C7 1.095
14 H 3.20208 -0.06982 -0.76382  C7 1.098
15 C -0.89906 -1.50329 1.79976  N16 1.464, H18 1.092, H19 1.092, H20 1.092
16 N -0.84778 -1.08846 0.39679  C15 1.464, C17 1.466, H21 1.030
17 C -1.83002 -1.80456 -0.42217  N16 1.466, H22 1.091, H23 1.092, H24 1.092
18 H -0.17923 -0.91805 2.37506  C15 1.092
19 H -1.89491 -1.33368 2.21544  C15 1.092
20 H -0.63336 -2.55790 1.90109  C15 1.092
21 H 0.07820 -1.26619 -0.01717  N16 1.030
22 H -2.83846 -1.50896 -0.12761  C17 1.091
23 H -1.70300 -2.88531 -0.32531  C17 1.092
24 H -1.67543 -1.53311 -1.46859  C17 1.092

Population analysis type Mulliken, resulting atomic charges in e: 0.2058, -0.8409, 1.0132, -0.4519, 0.5019, -1.0693, -1.3652, 0.2108, 0.1842, 0.3222, 0.3473, 0.3449, 0.2541, 0.4049, -1.0818, -0.1125, -1.0711, 0.3044, 0.3418, 0.3716, 0.1944, 0.3094, 0.3770, 0.3049

***

Arrangement 2

# C6H15N3

A single C6H15N3 molecule (ωB97M-V/def2-TZVPD, the OMol25 dataset).

LUMO	0.963	eV
HOMO level	-7.2	eV
SMILES string	C=C(C)[C@@H](N)[C@@H](N)NC
HOMO-LUMO gap	8.153	eV

Last columns: bonded neighbours and bond lengths (Å).
Atoms and positions in Å:
1 C -0.53687 -1.70715 1.29357  C2 1.384, H10 1.085, H11 1.084
2 C 0.09271 -0.65048 0.65954  C1 1.384, C3 1.522, C4 1.564
3 C 1.55802 -0.46022 1.02355  C2 1.522, H12 1.092, H13 1.093, H14 1.091
4 C -0.77210 0.63634 0.45380  C2 1.564, N5 1.462, C6 1.543, H15 1.096
5 N -0.66459 1.57304 1.57070  C4 1.462, H16 1.016, H17 1.019
6 C -0.29561 1.21738 -0.89355  C4 1.543, N7 1.379, N8 1.762, H18 1.087
7 N 0.65556 2.21434 -0.82764  C6 1.379, H19 1.007, H20 1.016
8 N 0.29650 -0.36054 -1.40672  C6 1.762, C9 1.452, H21 1.013
9 C -0.67485 -1.23975 -2.03288  N8 1.452, H22 1.094, H23 1.094, H24 1.093
10 H -1.61424 -1.83290 1.26712  C1 1.085
11 H 0.01550 -2.42157 1.89272  C1 1.084
12 H 2.01457 0.43475 0.59670  C3 1.092
13 H 2.12397 -1.31840 0.65126  C3 1.093
14 H 1.69548 -0.39354 2.10399  C3 1.091
15 H -1.80697 0.30737 0.30451  C4 1.096
16 H -1.58820 1.76961 1.94674  N5 1.016
17 H -0.15707 1.13930 2.33998  N5 1.019
18 H -1.07230 1.41794 -1.62688  C6 1.087
19 H 1.53659 2.14081 -1.30887  N7 1.007
20 H 0.74400 2.62912 0.09587  N7 1.016
21 H 1.26218 -0.65083 -1.50689  N8 1.013
22 H -1.67439 -0.79412 -2.04123  C9 1.094
23 H -0.75524 -2.18775 -1.49341  C9 1.094
24 H -0.38265 -1.46273 -3.06198  C9 1.093

Population analysis type Mulliken, resulting atomic charges in e: -1.1959, 1.0160, -1.7923, 0.1170, -0.6727, -0.3573, -0.5140, -0.3590, -0.9381, 0.2893, 0.2709, 0.3780, 0.4189, 0.4165, 0.3927, 0.2661, 0.2322, 0.2724, 0.2355, 0.3190, 0.2557, 0.2579, 0.3407, 0.3503

***

Arrangement 3

# C6H15N3

3 unconnected molecules or ions with the total composition C6H15N3 (ωB97M-V/def2-TZVPD, the OMol25 dataset).

LUMO (alpha / beta)	0.904 / 0.638	eV
HOMO level (alpha / beta)	-7.2 / -7.1	eV
HOMO-LUMO gap (alpha / beta)	8.127 / 7.736	eV

Last columns: bonded neighbours and bond lengths (Å).
Atoms and positions in Å:
1 C -0.67099 -0.71144 1.91367  C3 1.490, C4 1.491, H10 1.085
2 C 0.57743 1.05882 -2.56774  C5 1.489, H14 1.084, H15 1.082
3 C -0.63665 0.46021 2.83375  C1 1.490, H17 1.097, H18 1.104, H19 1.092
4 C 0.31253 -1.80946 2.13638  C1 1.491, H16 1.092, H20 1.105, H21 1.098
5 C -0.35939 0.65522 -3.65200  C2 1.489, H22 1.095, H23 1.095, H24 1.104
6 N 0.10717 0.81297 -0.20628  C7 1.249, N8 1.390
7 C -0.35872 -0.31937 -0.45391  N6 1.249, N9 1.232
8 N 1.37376 1.07943 0.30120  N6 1.390, H11 1.016, H12 1.012
9 N -0.99967 -1.25834 -0.92971  C7 1.232, H13 1.017
10 H -1.66188 -1.03109 1.60939  C1 1.085
11 H 1.79574 0.27599 0.75802  N8 1.016
12 H 1.28607 1.84246 0.96011  N8 1.012
13 H -0.93945 -1.34520 -1.94112  N9 1.017
14 H 1.52979 0.54461 -2.50291  C2 1.084
15 H 0.61655 2.10879 -2.30847  C2 1.082
16 H 0.27617 -2.55222 1.33730  C4 1.092
17 H 0.37660 0.86478 2.94477  C3 1.097
18 H -0.94739 0.18255 3.85645  C3 1.104
19 H -1.29777 1.26254 2.50056  C3 1.092
20 H 0.11756 -2.34756 3.08151  C4 1.105
21 H 1.34012 -1.43180 2.22425  C4 1.098
22 H -1.39693 0.91955 -3.42089  C5 1.095
23 H -0.31254 -0.41719 -3.86579  C5 1.095
24 H -0.12812 1.15576 -4.60854  C5 1.104

Population analysis type Mulliken, resulting atomic charges in e: -0.1056, -0.6441, -1.2056, -1.0776, -0.9678, -0.1869, 0.6077, -0.4597, -0.6486, 0.4348, 0.2541, 0.2774, 0.2327, 0.3962, 0.2851, 0.3229, 0.2328, 0.3913, 0.3210, 0.3584, 0.2490, 0.3041, 0.3062, 0.3221

***

Tell me which of them is the least stable. Sure, it is arrangement 3.

***

Arrangement 1

# C9H14O

2 unconnected molecules or ions with the total composition C9H14O (ωB97M-V/def2-TZVPD, the OMol25 dataset).

LUMO (alpha / beta)	-3.863 / -7.577	eV
spin multiplicity	2
HOMO level (alpha / beta)	-13.9 / -13.9	eV
total charge	+1
HOMO-LUMO gap (alpha / beta)	10.067 / 6.354	eV

Last columns: bonded neighbours and bond lengths (Å).
Atoms and positions in Å:
1 C -1.01338 0.20410 1.35665  C3 1.457, H11 1.100, H12 1.100, H16 1.091
2 C 0.75375 -0.95448 -0.11657  C3 1.452, C4 1.367, H9 1.086
3 C -0.20135 -0.94451 0.97763  C1 1.457, C2 1.452, C5 1.412
4 C 1.34220 -2.10654 -0.55736  C2 1.367, C6 1.397, H10 1.084
5 C -0.40838 -2.19683 1.59631  C3 1.412, C7 1.375, H13 1.083
6 C 1.32921 -3.20799 0.30209  C4 1.397, C7 1.406, O8 1.320
7 C 0.46428 -3.24354 1.41021  C5 1.375, C6 1.406, H14 1.074
8 O 2.02445 -4.31275 0.10472  C6 1.320, H15 0.960
9 H 1.01860 -0.03850 -0.63614  C2 1.086
10 H 1.58199 -2.16166 -1.61329  C4 1.084
11 H -0.73524 0.71059 2.29249  C1 1.100
12 H -2.03634 0.06573 1.73807  C1 1.100
13 H -1.24284 -2.21453 2.28605  C5 1.083
14 H 0.41093 -4.09728 2.05902  C7 1.074
15 H 2.72694 -4.15972 -0.53116  O8 0.960
16 H -1.01215 0.95277 0.56296  C1 1.091
17 C -0.20844 3.02902 -1.81912  C18 1.522, H19 1.095, H20 1.102, H21 1.092
18 C -1.08503 3.84863 -0.88354  C17 1.522, H22 1.098, H23 1.087, H24 1.083
19 H 0.00685 3.53329 -2.76668  C17 1.095
20 H 0.82619 2.93280 -1.45269  C17 1.102
21 H -0.57519 2.04714 -2.12578  C17 1.092
22 H -1.75836 4.40500 -1.54876  C18 1.098
23 H -0.56713 4.69171 -0.43330  C18 1.087
24 H -1.64153 3.21755 -0.20178  C18 1.083

Population analysis type Mulliken, resulting atomic charges in e: -1.0836, -0.4697, 0.7395, -0.5505, -0.5477, 0.8410, -0.5087, -0.3834, 0.4323, 0.4099, 0.3790, 0.4111, 0.4028, 0.4515, 0.3653, 0.0900, -0.8771, -0.7487, 0.3866, 0.2337, 0.2620, 0.2623, 0.2650, 0.2373

***

Arrangement 2

# C9H14O

2 unconnected molecules or ions with the total composition C9H14O (ωB97M-V/def2-TZVPD, the OMol25 dataset).

LUMO (alpha / beta)	-4.067 / -7.976	eV
spin multiplicity	2
HOMO level (alpha / beta)	-14.0 / -14.0	eV
total charge	+1
HOMO-LUMO gap (alpha / beta)	9.948 / 6.041	eV

Last columns: bonded neighbours and bond lengths (Å).
Atoms and positions in Å:
1 C 2.65210 -1.81449 0.53167  C2 1.576, H3 1.038, H4 1.088, H5 1.009
2 C 3.45711 -0.82778 -0.39621  C1 1.576, H6 1.187, H7 1.125, H8 1.063
3 H 2.26965 -1.18267 1.26123  C1 1.038
4 H 1.75191 -2.20277 0.05926  C1 1.088
5 H 3.07889 -2.72398 0.62491  C1 1.009
6 H 2.97924 0.21988 -0.10845  C2 1.187
7 H 4.53280 -1.07862 -0.18015  C2 1.125
8 H 3.09789 -1.08484 -1.36291  C2 1.063
9 C -1.88709 2.23165 1.88824  C15 1.550, H22 1.045, H23 1.109, H24 1.038
10 C -0.99189 -0.51473 -1.38174  C11 1.399, C12 1.401, O16 1.337
11 C -2.24420 -0.59890 -0.76306  C10 1.399, C13 1.420, H17 1.105
12 C -0.15338 0.55204 -1.03197  C10 1.401, C14 1.430, H19 1.057
13 C -2.57087 0.15909 0.39279  C11 1.420, C15 1.441, H20 1.038
14 C -0.41183 1.34204 0.13160  C12 1.430, C15 1.396, H21 1.182
15 C -1.60917 1.14335 0.82055  C9 1.550, C13 1.441, C14 1.396
16 O -0.75932 -1.34770 -2.40079  C10 1.337, H18 0.959
17 H -3.00332 -1.34857 -1.05232  C11 1.105
18 H -1.59948 -1.50509 -2.83540  O16 0.959
19 H 0.75428 0.67906 -1.55942  C12 1.057
20 H -3.49030 0.10308 0.87086  C13 1.038
21 H 0.30448 2.27562 0.24613  C14 1.182
22 H -2.25030 1.98314 2.83651  C9 1.045
23 H -2.82153 2.65202 1.46269  C9 1.109
24 H -1.08567 2.88917 1.94597  C9 1.038

Population analysis type Mulliken, resulting atomic charges in e: -0.9802, -0.5155, 0.3381, 0.1629, 0.4347, 0.0766, 0.3114, 0.1875, -1.3030, 0.6806, -0.3031, -0.5924, -0.6625, -0.4275, 0.9069, -0.4175, 0.3381, 0.3745, 0.4984, 0.5214, 0.2255, 0.4090, 0.3473, 0.3887

***

Tell me which of them is the least stable. Sure, it is arrangement 2.